i.
The following is a DFT calculation (ωB97M-V with the def2-TZVPD basis set) of a cluster of 2 separate species, C4H14N in total.

Results
Orbital gap ... 10.763 eV
Multiplicity ... 1
Net charge ... +1
Molar mass ... 76.16 g mol⁻¹

Each line ends with the Löwdin charge.
Positions of all 19 atoms, in Å:
H 1.272 -2.351 -1.789  0.079
H 1.032 -1.826 1.264  0.070
H -0.265 -0.004 0.872  0.066
H -0.687 0.903 2.263  0.111
C 0.647 -2.289 -0.874  -0.182
H 0.127 -3.259 -0.916  0.076
H -1.342 2.955 0.827  0.136
H 2.284 -2.802 0.455  0.078
H -0.254 1.141 -1.330  0.167
C 1.566 -1.982 0.284  -0.188
H -1.799 1.649 -1.442  0.166
C -1.234 1.929 0.472  -0.182
H 0.743 1.338 1.204  0.094
H -2.236 1.520 0.637  0.130
H -0.192 -1.615 -1.006  0.028
C -0.312 1.050 1.234  -0.092
H -0.631 2.829 -1.323  0.172
H 2.176 -1.072 0.204  0.061
N -0.894 1.886 -1.035  0.211


ii.
The following is a DFT calculation (ωB97M-V with the def2-TZVPD basis set) of a cluster of 2 separate species, C4H14N in total.

Results
Orbital gap ... 11.719 eV
Multiplicity ... 1
Net charge ... +1
Molar mass ... 76.16 g mol⁻¹

Each line ends with the Löwdin charge.
Positions of all 19 atoms, in Å:
H 0.158 0.810 -0.664  0.158
C 2.461 -1.096 0.651  -0.147
H -1.518 2.172 0.253  0.053
H 0.702 -2.248 1.165  0.038
H 3.188 -0.502 1.274  0.083
H -1.098 0.983 1.387  0.102
C -1.430 0.990 -2.151  0.042
H -0.875 -0.534 -0.533  0.178
H 2.154 -0.629 -0.328  0.046
C -1.559 1.166 0.392  -0.010
H 2.820 -2.051 0.317  0.049
N -0.827 0.491 -0.772  -0.056
H 0.417 -0.494 1.680  0.055
H -0.627 0.963 -2.904  0.100
H -1.951 1.976 -1.889  0.120
H -2.211 0.135 -2.271  0.133
H 1.628 -1.554 2.596  0.076
H -2.619 0.815 0.212  0.132
C 1.184 -1.392 1.585  -0.153


It comes down to i, which is 19.2 kcal/mol more stable than the next structure.


i.
The following is a DFT calculation (ωB97M-V with the def2-TZVPD basis set) of a structure of composition FNO3S2.

Results
Orbital gap (spin up / spin down) ... 7.519 / 7.520 eV
Multiplicity ... 1
Molar mass ... 145.14 g mol⁻¹

Each line ends with the Löwdin charge.
Positions of all 7 atoms, in Å:
N -0.575 0.029 -1.292  -0.293
O 2.794 1.321 -0.251  -0.323
O 0.928 0.189 0.789  -0.510
S -0.704 -0.348 0.090  0.553
F -1.391 0.833 1.051  -0.252
S 1.379 1.343 -0.133  1.073
O -1.124 -1.586 0.616  -0.249


ii.
The following is a DFT calculation (ωB97M-V with the def2-TZVPD basis set) of a cluster of 2 separate species, FNO3S2 in total.

Results
Orbital gap (spin up / spin down) ... 7.105 / 8.252 eV
Multiplicity ... 1
Molar mass ... 145.14 g mol⁻¹

Each line ends with the Löwdin charge.
Positions of all 7 atoms, in Å:
F -1.601 1.532 -0.273  -0.244
S -1.365 -0.105 -0.095  0.851
O -0.626 -0.317 1.191  -0.453
O 3.167 0.156 0.304  -0.484
N 1.337 -0.358 -1.173  -0.228
O -2.605 -0.845 -0.199  -0.276
S 1.693 -0.064 0.244  0.835


It comes down to i, which is 18.5 kcal/mol more stable than the next structure.


i.
The following is a DFT calculation (ωB97M-V with the def2-TZVPD basis set) of a cluster of 2 separate species, C10H23NO2 in total.

Results
SMILES ... CC1(C)CCCC(C)(C)N1O.CO
Orbital gap ... 8.811 eV
Multiplicity ... 1
Molar mass ... 189.30 g mol⁻¹

Each line ends with the Löwdin charge.
Positions of all 36 atoms, in Å:
C -3.210 19.014 -27.986  -0.017
H 1.210 18.913 -28.259  0.085
H -3.026 15.565 -28.113  0.114
H -0.244 15.594 -27.923  0.107
C -1.309 14.379 -25.365  -0.186
H -4.082 18.976 -28.637  0.084
H 1.623 16.667 -26.825  0.084
H -4.178 18.012 -25.662  0.080
C -2.847 17.615 -27.405  -0.523
H -1.360 15.105 -24.539  0.080
H 1.318 18.098 -25.903  0.077
H -1.680 14.841 -26.284  0.047
C -2.805 16.558 -28.505  -0.131
H -1.457 17.636 -29.815  0.101
H -2.338 13.319 -24.115  0.070
H -0.224 14.357 -25.564  0.076
H -3.588 16.775 -29.239  0.118
C 0.180 19.026 -27.906  -0.030
H -3.763 16.246 -25.959  0.076
C -0.267 16.545 -28.452  -0.130
H 0.370 16.717 -25.490  0.064
H 0.138 19.871 -27.230  0.086
H -3.196 19.769 -27.202  0.085
C -1.511 16.656 -29.331  -0.164
O -1.547 18.454 -25.571  -0.008
C -0.268 17.644 -27.377  -0.510
H -2.387 19.336 -28.630  0.056
O -1.926 13.180 -24.964  -0.095
H -4.834 17.180 -27.019  0.089
C -3.942 17.233 -26.381  -0.028
H -0.384 19.208 -28.827  0.060
C 0.825 17.226 -26.340  -0.030
N -1.563 17.622 -26.726  -0.116
H -1.870 17.848 -24.893  0.095
H 0.614 16.700 -29.078  0.123
H -1.532 15.941 -30.155  0.112


ii.
The following is a DFT calculation (ωB97M-V with the def2-TZVPD basis set) of the molecule C10H23NO2.

Results
SMILES ... CCOCCCCCCOCCN
Orbital gap ... 10.206 eV
Multiplicity ... 1
Molar mass ... 189.30 g mol⁻¹

Each line ends with the Löwdin charge.
Positions of all 36 atoms, in Å:
H 0.447 1.497 2.313  0.124
C -1.775 0.747 -0.885  -0.212
H -2.265 0.853 -1.849  0.112
C -0.094 -2.678 0.016  -0.283
H 2.099 -0.182 0.904  0.120
H -0.735 0.524 -1.100  0.094
H 0.287 -2.419 2.117  0.078
H -1.556 2.460 1.941  0.107
C -0.984 2.360 1.023  -0.151
C 0.631 -3.017 1.284  -0.071
O 1.233 1.644 0.441  -0.130
C 1.961 0.495 0.064  -0.252
H 3.732 -0.069 -0.851  0.107
H 1.419 -0.008 -0.743  0.100
H -3.113 -2.310 -0.921  0.114
H 2.729 1.311 -2.378  0.066
N 3.159 1.822 -1.611  0.004
C -2.489 -0.401 -0.175  -0.170
H 1.685 -2.798 1.134  0.070
H 0.262 -1.712 -0.342  0.080
H -1.956 2.897 -0.819  0.102
H 0.100 -3.404 -0.774  0.122
C -1.974 2.056 -0.137  -0.183
C 0.114 1.363 1.281  -0.224
H -2.981 2.030 0.267  0.101
C 3.303 0.872 -0.493  -0.262
O -1.499 -2.601 0.239  -0.152
H -0.524 3.318 0.834  0.110
H -1.636 -1.768 -1.667  0.120
H -3.547 -0.223 -0.312  0.108
H 0.570 -4.074 1.504  0.073
C -2.176 -1.799 -0.722  -0.211
H -2.272 -0.420 0.886  0.114
H -0.207 0.329 1.199  0.100
H 4.091 2.050 -1.945  0.062
H 3.961 1.255 0.278  0.113


It comes down to ii, which is 16.9 kcal/mol more stable than the next structure.


i.
The following is a DFT calculation (ωB97M-V with the def2-TZVPD basis set) of a structure of composition C16H21BrGeINPtS.

Results
Orbital gap ... 5.671 eV
Multiplicity ... 1
Net charge ... -2
Molar mass ... 733.91 g mol⁻¹

Each line ends with the Löwdin charge.
Positions of all 43 atoms, in Å:
H -0.905 0.145 4.766  0.083
C -1.435 -5.642 -0.896  -0.248
H -2.236 -5.988 -0.239  0.000
C -0.521 2.118 5.559  -0.146
H 1.271 -4.824 2.099  0.004
H -0.591 4.910 1.692  0.080
C 1.186 3.205 0.561  -0.023
Ge -0.238 -4.390 0.064  0.636
C -0.071 2.917 1.083  -0.245
C -1.205 -2.843 0.695  -0.618
N -0.013 0.773 -0.005  -0.200
H -1.890 -5.129 -1.744  0.009
H 0.089 4.086 6.164  0.075
I -2.234 -0.113 -2.298  -0.298
C -0.619 1.686 0.773  -0.116
C 1.210 -3.942 -1.176  -0.273
H -0.439 3.762 3.002  0.063
C 1.818 2.282 -0.247  -0.112
C 0.343 3.201 5.592  -0.187
H 0.794 -3.358 -1.998  0.000
H 1.227 0.072 3.535  0.094
H -0.885 -6.512 -1.263  -0.002
H 1.705 -4.833 -1.570  0.002
H 1.943 -3.314 -0.669  -0.011
H -1.455 2.165 6.111  0.082
C 0.989 0.946 4.132  -0.126
H 2.797 2.465 -0.666  0.091
Br 2.027 -0.199 -1.594  0.705
C -0.785 3.876 1.982  -0.030
C 0.559 -5.439 1.547  -0.252
H -0.217 -5.765 2.243  0.000
H 1.080 -6.322 1.170  -0.002
H 2.771 2.008 3.576  0.080
Pt -1.014 -1.183 -0.100  0.374
H -1.956 -3.078 1.460  -0.102
C 1.172 1.081 -0.502  -0.764
C 1.558 3.208 4.878  -0.852
C 1.856 2.028 4.162  -0.170
S 2.629 4.582 4.856  0.237
C -0.217 0.979 4.822  -0.141
H -1.860 3.699 1.966  0.079
H 1.676 4.138 0.815  0.119
H -1.581 1.383 1.164  0.106


ii.
The following is a DFT calculation (ωB97M-V with the def2-TZVPD basis set) of a structure of composition C16H21BrGeINPtS.

Results
Orbital gap ... 5.861 eV
Multiplicity ... 1
Net charge ... -2
Molar mass ... 733.91 g mol⁻¹

Each line ends with the Löwdin charge.
Positions of all 43 atoms, in Å:
H 3.518 4.612 1.297  0.002
C -5.110 -2.652 0.847  -0.826
Br -0.324 2.182 -2.348  0.693
H 0.799 -1.915 -0.098  0.096
H -2.179 -3.867 -0.455  0.088
C -3.987 -1.608 2.756  -0.132
S -5.783 -2.534 -0.752  0.322
C 4.487 4.448 0.822  -0.255
C 6.114 2.970 -1.444  -0.248
C -2.356 -1.146 -1.011  -0.025
C -1.602 -3.220 0.208  -0.032
Pt 2.356 0.449 -0.892  0.365
H 3.001 3.204 -2.808  0.002
H -4.669 -0.566 1.016  0.085
C -0.048 -1.376 -0.502  -0.132
H 6.461 3.936 -1.819  -0.001
N 0.257 -0.183 -1.045  -0.211
C -2.057 0.074 -1.583  -0.102
C 3.160 3.929 -2.009  -0.268
H -3.379 -1.522 -1.011  0.037
H 4.273 1.018 0.816  -0.105
C -1.325 -1.899 -0.448  -0.232
H 2.186 4.165 -1.578  -0.009
H -0.673 -3.724 0.477  0.075
H -2.200 -3.084 1.112  0.060
C -5.000 -3.876 1.539  -0.169
H 6.083 2.261 -2.273  0.009
C -4.403 -3.961 2.787  -0.144
C 3.665 1.420 -0.006  -0.625
H 5.183 4.087 1.583  -0.001
C -0.738 0.505 -1.571  -0.760
C -4.595 -1.524 1.516  -0.177
H 3.602 4.840 -2.422  0.001
H 4.855 5.406 0.444  -0.002
H -5.385 -4.767 1.057  0.078
H -4.331 -4.928 3.277  0.083
H -3.395 -2.903 4.378  0.077
C -3.880 -2.831 3.412  -0.155
I 2.674 -1.115 -3.101  -0.278
Ge 4.311 3.121 -0.643  0.633
H -2.823 0.687 -2.034  0.095
H 6.833 2.602 -0.709  0.000
H -3.579 -0.715 3.217  0.090


It comes down to ii, which is 5.1 kcal/mol more stable than the next structure.